[1]
An isolated molecule of C20H21N5O3 at a distorted geometry, computed with wB97M-V/def2-TZVPD.

Results
net charge = 0
structure (SMILES) = CC1(C)CC=C(c2nc(CC(=O)O)ccc2NC(=O)c2ncc(C#N)[nH]2)CC1
LUMO level = -0.22 eV

Element x y z (Å)
1 N -2.964389 -4.409181 7.134032
2 O -0.454073 1.039175 4.659002
3 O 0.162795 6.082873 0.948891
4 C -2.523998 -3.681776 6.335741
5 N -0.532612 -2.347867 3.704694
6 N 1.141711 2.428064 -0.109633
7 O 1.202196 7.326565 -0.660658
8 C -0.211014 0.115557 3.916579
9 C 0.987353 6.144663 -0.000378
10 C -0.735348 -1.233071 4.317906
11 C -1.191358 -3.384739 4.306057
12 C -1.853184 -2.887434 5.405895
13 C 0.554016 0.135600 -0.115281
14 C -0.482053 0.094548 -0.956499
15 C 0.775844 1.361397 0.637363
16 C 1.475185 3.665129 0.480175
17 C 1.638215 3.696135 1.919960
18 C 1.397623 2.611939 2.687880
19 C 0.957906 1.390176 2.027930
20 N -1.568765 -1.546261 5.370178
21 N 0.475566 0.279438 2.731871
22 C 1.683058 4.825629 -0.439930
23 C 0.609233 -2.898654 -3.112596
24 C -0.194549 -3.272533 -0.654310
25 C 1.680926 -0.882713 0.025322
26 C -0.577669 -1.015945 -1.941333
27 C 1.768747 -1.570118 -1.298492
28 C 0.349245 -2.248612 -1.785818
29 H 0.587329 7.895209 -0.177353
30 H -1.118548 -4.498220 4.042579
31 H -1.197936 0.885741 -1.041031
32 H 1.941374 4.747367 2.263139
33 H 1.445840 2.516649 3.774009
34 H -1.727660 -0.934227 6.200890
35 H 0.416611 -0.617878 2.279559
36 H 2.689416 5.190283 -0.624692
37 H 1.129448 4.567069 -1.354331
38 H -0.261869 -2.742644 -3.690825
39 H 1.201155 -2.257172 -3.727108
40 H 0.878482 -3.936671 -3.058162
41 H 0.102331 -2.964734 0.283303
42 H -1.226365 -3.378493 -0.799967
43 H 0.234897 -4.274738 -0.764108
44 H 2.670401 -0.437673 0.389291
45 H 1.620321 -1.773444 0.671280
46 H -1.530305 -1.422644 -1.695445
47 H -0.582386 -0.505881 -2.936570
48 H 2.039037 -0.959201 -2.115203
49 H 2.478674 -2.389750 -1.326583

Atomic forces in eV per Å
0.55 1.25 -1.43
-0.14 0.47 0.76
2.33 0.96 -2.79
-1.07 -1.16 2.48
1.04 -1.91 -2.48
-0.12 3.02 0.79
0.13 -1.92 0.61
0.06 1.87 0.26
-2.90 -1.17 3.11
-0.97 -1.79 0.61
0.50 -0.96 -0.16
1.42 0.45 -2.09
-0.49 0.10 0.94
2.29 -1.25 0.15
2.08 1.94 0.73
-0.34 -4.08 1.72
0.63 3.47 -2.59
-1.06 -3.41 -0.12
-0.81 2.12 0.60
-0.52 2.68 2.84
-0.63 -2.65 1.38
-1.01 1.96 -0.49
-0.88 0.68 0.18
1.73 0.32 -3.52
1.01 -0.40 -0.26
-0.64 -0.32 -0.02
-1.17 -2.45 -0.97
2.09 1.40 2.53
-0.07 0.47 -0.08
-0.05 2.16 0.07
-0.15 0.44 0.12
-0.49 -1.97 0.19
0.15 0.62 -0.33
0.02 -0.50 -1.34
0.48 -0.04 -0.95
0.47 -0.84 -0.35
0.74 0.04 -0.18
-1.67 -0.84 -0.61
1.57 0.08 -0.15
0.41 -0.28 -0.20
0.01 0.91 2.16
-1.65 -0.06 0.26
0.15 0.18 -0.35
-1.36 -0.09 -0.85
-0.90 0.73 0.72
-1.49 -0.31 -0.79
0.01 -0.91 0.39
0.33 1.16 -0.83
0.40 -0.18 0.35

=====

[2]
A structure of composition C20H21N6O10Tl, computed with wB97M-V/def2-TZVPD.

Results
net charge = 0
LUMO level (alpha / beta) = -1.40 / -2.12 eV

Element x y z (Å)
1 Tl 1.558858 1.068321 -0.960269
2 O -0.458743 2.560484 -4.443638
3 C -0.021314 2.372049 -3.324308
4 O 1.199046 2.104139 -2.995719
5 C -1.005857 2.489396 -2.145215
6 C -2.281887 2.998354 -2.309847
7 C -3.077701 3.159803 -1.179647
8 C -2.574536 2.847214 0.074422
9 C -1.289024 2.332627 0.151493
10 N -0.568687 2.140515 -0.939145
11 C -0.597061 1.981452 1.469830
12 O -1.214998 2.121288 2.522014
13 O 0.612684 1.578421 1.352549
14 H -2.618641 3.255060 -3.303499
15 H -4.083937 3.544904 -1.280305
16 H -3.140230 2.987385 0.983765
17 N -0.404109 -1.282554 0.929506
18 C -0.030172 -2.362069 1.643349
19 C -0.407659 -2.512314 3.103403
20 C -0.278897 -1.334556 4.076654
21 C 1.052893 -1.262102 4.824652
22 N 2.166547 -0.813708 3.996515
23 C 2.276848 0.420497 3.528502
24 N 3.123644 0.653452 2.524553
25 N 1.614913 1.446656 4.093757
26 C 2.094986 -2.513890 1.617365
27 O 2.302018 -3.396442 2.390342
28 O 2.510127 -1.664623 0.888781
29 H -0.460375 -0.378223 1.374494
30 H -0.859829 -1.378100 0.034392
31 H -0.109754 -3.293655 1.091245
32 H 0.117409 -3.380331 3.501193
33 H -1.469577 -2.784566 3.070988
34 H -1.049664 -1.458142 4.840495
35 H -0.500974 -0.376345 3.595123
36 H 1.327179 -2.244448 5.206095
37 H 0.973787 -0.607888 5.695402
38 H 2.811854 -1.507536 3.653898
39 H 3.276197 -0.100255 1.861102
40 H 3.185215 1.593446 2.169983
41 H 0.890475 1.189316 4.748260
42 H 1.208823 2.065029 3.392536
43 O 3.078359 -1.600581 -3.979232
44 C 2.261361 -1.049929 -3.269810
45 O 2.534500 -0.610831 -2.073500
46 C 0.842816 -0.921790 -3.785205
47 C 0.634296 -0.727842 -5.146919
48 C -0.641200 -0.529490 -5.647744
49 C -1.738237 -0.526966 -4.802204
50 C -1.518540 -0.745530 -3.455511
51 C -0.249234 -0.954367 -2.939035
52 N -2.658017 -0.690597 -2.535604
53 O -3.741195 -0.385689 -2.981400
54 O -2.464777 -0.964307 -1.358331
55 H 1.497520 -0.721808 -5.798239
56 H -0.783779 -0.347666 -6.703839
57 H -2.737144 -0.338376 -5.164549
58 H -0.116605 -1.142292 -1.883943

Atomic forces in eV per Å
0.37 0.26 -0.40
-0.09 0.06 -0.03
0.52 -0.18 0.31
-0.54 0.01 0.01
0.05 0.01 -0.10
-0.18 0.00 0.18
0.04 0.01 -0.17
0.12 -0.05 0.08
-0.17 -0.11 0.29
0.10 -0.01 -0.51
0.07 0.28 -0.32
0.00 -0.11 0.13
-0.11 -0.08 0.37
0.01 0.00 -0.01
0.00 0.01 0.01
-0.01 0.00 0.00
-0.17 0.11 0.28
0.06 -0.16 0.01
-0.10 -0.01 -0.06
0.05 -0.01 0.02
-0.03 0.00 -0.04
-0.03 -0.09 0.10
0.29 0.19 -0.22
0.04 -0.03 0.21
-0.47 -0.06 -0.29
0.25 0.13 -0.17
-0.02 -0.07 0.05
-0.28 -0.17 0.18
-0.01 -0.04 -0.03
0.04 0.04 -0.11
-0.03 0.00 -0.02
0.01 -0.01 -0.02
0.01 -0.02 0.00
-0.01 0.01 -0.01
0.02 0.01 -0.03
-0.01 0.00 -0.01
-0.02 -0.03 0.03
0.00 -0.04 0.00
0.02 0.08 0.01
-0.08 -0.01 -0.01
0.16 0.01 0.11
0.12 0.09 -0.08
0.07 0.08 -0.04
-0.02 -0.24 -0.13
-0.20 -0.11 0.20
-0.02 0.21 0.09
0.05 -0.03 -0.02
0.00 -0.02 -0.07
-0.01 0.04 0.02
0.10 0.08 -0.03
-0.03 0.05 0.10
-0.10 -0.19 -0.09
0.03 0.04 0.04
0.12 0.05 0.16
0.00 0.02 0.00
0.00 0.00 0.00
0.00 -0.01 0.00
0.04 0.03 0.02